# C4H6S2

C4H6S2 in the gas phase (ωB97M-V/def2-TZVPD, the OMol25 dataset).

Output
ΔE to the lowest compared entry with this formula, charge and spin ... 37.1 kcal per mole
SMILES ... S=C1CCSC1
Lowest unoccupied orbital energy ... -0.6310 eV
Total charge ... 0
E_HOMO ... -8.73 eV
DFT total energy ... -25913.68416 eV

Bonds (Å) are listed after each position.
Positions of all 12 atoms, in Å:
1 S 2.7482 -0.4371 -0.1407  C2 1.759
2 C 1.0063 -0.2312 -0.0129  S1 1.759, C3 1.457, C6 1.574
3 C 0.3640 1.0498 0.2521  C2 1.457, C4 1.687, H7 1.151, H8 1.071
4 C -1.2056 0.8677 -0.3395  C3 1.687, S5 1.838, H9 1.059, H10 1.214
5 S -1.7307 -0.8683 -0.0427  C4 1.838, C6 1.931
6 C 0.0899 -1.5111 0.0000  C2 1.574, S5 1.931, H11 1.163, H12 1.142
7 H 0.9263 1.8906 -0.2967  C3 1.151
8 H 0.4534 1.0296 1.3196  C3 1.071
9 H -1.3599 1.1918 -1.3359  C4 1.059
10 H -1.8924 1.5089 0.4291  C4 1.214
11 H 0.1993 -2.1933 0.9351  C6 1.163
12 H 0.4014 -2.2974 -0.7675  C6 1.142

Charges computed using Mulliken, reported in e: S -0.18; C 0.02; C -0.47; C -0.56; S -0.14; C -0.58; H 0.30; H 0.29; H 0.39; H 0.26; H 0.30; H 0.35